Entry 1:
C29H16F3N11O13S2Ti | ωB97M-V/def2-TZVPD

The geometry in XYZ format:
```
75
Properties=species:S:1:pos:R:3:forces:R:3
H -3.900 -3.588 -2.736 0.003 0.008 0.015
C 1.719 -1.988 -3.079 0.081 -0.271 0.067
C -0.850 0.245 3.777 -0.016 0.039 0.025
H -2.227 1.630 4.691 0.024 -0.023 0.004
C 3.813 -2.017 0.912 -0.164 -0.167 -0.196
O -2.943 -0.318 2.058 -0.056 0.175 0.028
H 3.915 0.488 2.757 -0.060 0.175 0.131
C -3.899 -2.929 0.598 -0.021 -0.019 -0.023
C -2.762 -2.160 0.670 0.075 -0.146 -0.016
C 1.748 -2.874 -5.167 0.164 -0.058 0.020
N 2.323 -2.631 -3.993 -0.304 0.182 -0.084
N 3.799 1.361 3.264 -0.093 -0.042 -0.096
C -1.209 -1.798 2.544 -0.031 0.001 -0.191
C 0.178 2.524 0.698 -0.032 -0.104 0.056
C 3.130 2.862 -2.623 0.007 0.026 -0.018
H -2.182 0.682 -0.872 0.028 0.017 0.016
N 1.570 0.646 3.531 -0.005 0.018 -0.017
C 0.849 1.479 -3.207 0.053 0.051 0.007
H 1.215 2.523 1.007 0.039 -0.011 -0.015
O -5.838 -4.687 -1.799 0.055 -0.066 0.011
O -3.655 -1.475 4.210 0.014 0.008 0.011
H -4.470 -3.113 1.497 -0.014 -0.006 0.011
H 0.289 -3.131 2.562 0.054 0.061 0.023
C -2.465 -2.400 -1.697 0.146 0.021 0.096
C 2.463 3.153 -3.809 -0.013 0.048 0.002
Ti 0.880 -0.230 -0.534 0.058 -0.090 0.265
O -6.114 -4.484 0.325 0.056 -0.065 0.014
H 4.037 3.392 -2.370 0.003 -0.005 0.005
C -2.078 0.664 4.231 0.090 0.023 -0.015
C -0.361 1.426 0.017 0.161 -0.075 -0.032
N 1.485 1.226 -2.062 -0.132 -0.014 -0.042
O 2.294 4.418 -5.795 -0.017 0.025 0.056
C -2.493 2.596 -0.006 -0.004 -0.084 -0.026
O -1.557 -0.877 -3.131 0.096 0.035 -0.032
C -1.940 3.668 0.676 0.044 0.035 0.021
O 4.224 1.979 -0.026 0.035 0.063 0.110
N 1.251 -1.463 -2.140 0.110 0.157 0.029
O -0.850 -1.259 -0.391 -0.020 0.340 -0.032
O 2.180 -2.986 2.316 0.053 -0.121 -0.076
N -5.497 -4.273 -0.704 -0.125 0.211 -0.039
H 0.785 2.649 -5.016 -0.010 -0.003 0.002
H -2.546 4.530 0.929 -0.004 -0.001 0.001
N -0.548 -0.932 3.228 0.131 0.206 0.219
F 4.429 -1.126 1.711 0.145 -0.049 0.036
C -1.954 -1.880 -0.476 0.008 -0.083 -0.116
C -1.712 1.493 -0.327 -0.025 0.012 -0.118
N -0.717 -3.048 2.434 -0.129 -0.269 -0.077
O -1.555 -2.948 -3.734 0.070 -0.027 -0.018
O 1.431 -1.548 0.796 0.000 -0.208 -0.120
H -0.147 4.453 1.563 0.010 0.007 0.002
C 3.193 1.528 -0.463 -0.149 0.006 0.049
C 0.302 2.458 4.209 0.013 -0.028 -0.023
C 2.339 -2.220 1.388 0.071 0.262 0.109
H -0.041 0.899 -3.404 -0.070 -0.050 -0.016
O 2.436 0.655 0.177 0.007 -0.017 -0.057
H -3.540 2.607 -0.285 0.005 0.010 -0.004
N -1.785 -2.056 -2.946 -0.214 0.055 -0.008
H -0.547 3.076 4.443 0.006 -0.016 -0.018
C 2.990 4.251 -4.777 0.086 -0.081 -0.055
O 4.041 4.802 -4.405 -0.068 0.011 0.008
H 4.242 2.106 2.743 -0.061 0.033 -0.018
N 1.348 -3.150 -6.217 0.012 0.011 0.025
C -0.598 3.626 1.027 -0.054 0.009 0.017
N -2.396 -1.573 1.901 -0.086 0.038 0.092
C 0.335 1.139 3.891 0.003 0.025 0.072
C -4.301 -3.449 -0.627 0.025 -0.028 0.000
C 2.466 1.573 3.548 0.147 -0.021 -0.067
C 2.606 1.905 -1.784 -0.072 -0.033 -0.001
S -3.519 -0.096 3.714 -0.041 -0.025 -0.074
S 1.876 3.138 4.045 0.004 0.030 0.025
H -1.135 -3.646 1.741 0.031 -0.051 -0.014
F 3.927 -1.583 -0.345 -0.064 -0.091 0.028
C 1.308 2.438 -4.094 0.019 -0.002 -0.006
F 4.499 -3.167 0.996 -0.039 0.088 0.049
C -3.584 -3.187 -1.783 -0.052 -0.072 0.006
```
Forces are in eV/Å.

Summary:
LUMO level: 2.8 eV
Largest force on an atom: 0.007 Eh/bohr
Spin multiplicity: 1
Net charge: -2
Energy relative to the best compared isomer or geometry (same formula, charge and spin): 1.607 eV
DFT total energy: -4640.7045 Eh

Just the Löwdin charges please, in e? Sure, here they are: 0.1355, -0.2890, -0.2728, 0.0527, -0.5271, -0.2692, 0.0645, 0.0958, -0.1195, -0.4030, 0.0872, 0.0980, -0.3898, -0.1056, 0.0795, 0.0883, 0.1243, -0.0720, 0.0828, 0.0547, -0.4822, 0.1389, 0.0736, -0.0517, -0.0758, 1.1835, 0.0601, 0.1297, -0.2703, -0.1559, 0.0094, -0.0513, -0.0902, 0.0738, -0.0994, 0.1077, 0.0903, -0.1418, 0.0964, -0.3652, 0.1173, 0.0928, 0.2070, 0.1370, -0.2484, -0.1053, 0.2188, 0.1010, -0.1024, 0.0958, -0.5241, -0.3795, -0.4806, 0.0997, -0.1673, 0.0992, -0.3377, 0.0657, -0.6954, -0.0485, 0.0804, 0.0824, -0.0962, -0.0680, -0.3239, -0.1432, -0.6943, -0.1601, 0.9540, 1.0106, 0.1079, 0.1548, 0.0284, 0.1479, 0.0794

=====

Entry 2:
C29H19F3NO5S2 | ωB97M-V/def2-TZVPD

The geometry in XYZ format:
```
59
Properties=species:S:1:pos:R:3:forces:R:3
H -0.125 -6.202 -0.103 0.135 0.255 -0.062
O 2.778 -0.639 -0.178 0.382 0.132 -0.368
S 1.668 -0.982 -1.028 -3.265 -0.697 1.207
C -3.367 -3.345 3.570 0.110 0.094 0.170
H -5.024 1.076 1.564 0.120 0.261 0.054
C -2.940 0.938 2.035 -0.595 -0.508 -0.103
C 1.616 -5.026 -0.610 0.018 0.125 -0.039
F -0.876 1.735 -1.223 0.885 0.824 0.387
O 0.099 1.594 4.876 -0.143 -0.367 -0.504
C 0.255 -5.200 -0.309 0.241 -0.107 -0.101
C 3.578 -0.863 2.732 0.188 0.112 0.337
N 0.238 -0.524 -0.319 0.032 -3.034 -4.175
F 1.283 2.156 -0.964 -1.672 -0.230 0.887
H 1.834 -0.117 1.752 0.630 -0.370 0.628
F -0.230 3.383 0.099 0.116 -0.152 -1.152
C 2.335 -0.239 2.711 -0.072 0.014 -0.308
O 0.139 -1.580 2.268 -0.943 0.643 1.054
H -1.158 3.095 3.926 -0.324 -0.059 0.000
C -0.073 -2.837 -0.502 -0.009 -1.069 0.702
C -0.603 -4.107 -0.242 0.206 0.591 -0.305
C 1.259 -2.685 -0.836 0.912 -1.267 -0.215
C -0.554 0.655 2.746 -2.324 2.383 0.906
S 0.227 1.052 1.142 3.031 0.549 1.364
H -3.668 -4.308 3.161 -0.124 0.195 0.225
H 2.281 -5.885 -0.638 -0.134 0.015 0.040
H -5.339 3.201 2.879 0.220 -0.133 0.062
H 5.268 -1.398 3.957 -0.210 0.053 0.104
H -3.358 4.184 4.099 -0.109 -0.233 -0.335
C 3.682 -0.456 5.115 0.148 -0.074 -0.112
C -0.706 -1.536 -0.175 1.461 2.137 -0.896
C -2.478 -0.899 4.624 0.085 0.057 -0.441
O -1.862 -1.378 0.240 0.551 -0.358 -0.394
C -3.620 -1.505 5.139 0.018 -0.268 0.081
O 1.718 -0.640 -2.422 0.431 0.185 -0.194
H 3.971 -1.262 1.794 -0.064 0.243 0.388
C 0.399 0.929 3.895 0.842 0.675 0.829
C 4.276 -0.948 3.936 -0.483 0.107 0.130
C -1.881 1.421 2.797 0.296 0.131 -0.219
C -0.685 -0.860 2.814 0.336 -1.662 -1.395
C -4.074 -2.719 4.604 0.181 0.120 -0.069
C -2.018 2.648 3.440 -0.380 0.105 0.413
H -2.783 0.067 1.381 -0.117 0.335 0.458
C -2.237 -2.738 3.046 0.066 0.451 -0.084
C -4.198 1.540 2.102 0.503 0.220 -0.079
H -1.642 -3.188 2.246 -0.368 0.184 0.271
H -4.151 -1.028 5.964 0.130 -0.217 -0.194
C 2.141 -3.757 -0.875 -0.717 0.019 -0.089
C -4.363 2.715 2.838 -0.160 -0.132 0.157
H -4.967 -3.193 5.008 0.142 0.138 -0.068
C 2.422 0.133 5.086 -0.085 0.015 -0.357
H -1.661 -4.186 0.011 0.324 -0.083 0.015
C -1.844 -1.475 3.516 0.029 -0.514 0.580
H -2.064 0.021 5.051 -0.408 -0.267 -0.163
H 1.948 0.516 5.992 0.211 -0.134 -0.230
H 4.212 -0.540 6.065 -0.121 0.027 -0.261
C 1.727 0.258 3.863 1.175 -0.165 0.547
C -3.272 3.267 3.509 0.409 -0.038 -0.237
H 3.183 -3.562 -1.108 -0.048 -0.286 0.076
C 0.068 2.131 -0.351 -1.687 1.031 1.082
```
Forces are in eV/Å.

Summary:
LUMO level: 1.9 eV
Largest force on an atom: 0.100 Eh/bohr
Spin multiplicity: 1
Net charge: -1
DFT total energy: -2643.3657 Eh

Just the natural (NBO) charges please, in e? Sure, here they are: 0.2055, -0.9645, 2.3061, -0.2187, 0.2085, -0.2525, -0.2160, -0.3054, -0.5688, -0.2195, -0.2386, -0.9682, -0.3025, 0.2652, -0.3414, -0.0694, -0.5492, 0.2375, -0.1336, -0.1850, -0.2256, -0.3951, 0.2636, 0.2078, 0.2048, 0.2011, 0.2014, 0.2047, -0.2531, 0.6525, -0.1862, -0.6963, -0.2302, -0.9442, 0.2341, 0.5851, -0.1932, 0.0678, 0.5939, -0.2043, -0.2256, 0.2730, -0.1676, -0.2075, 0.2449, 0.2109, -0.2188, -0.2328, 0.2051, -0.1522, 0.2261, -0.0797, 0.2339, 0.2228, 0.2014, -0.2255, -0.2272, 0.2232, 0.9176